Entry 1:
Molecular formula: C15H30O15
Method: DFT, wB97M-V/def2-TZVPD

CARTESIAN COORDINATES (ANGSTROEM)
C (2.541, -3.096, -2.384)
O (1.350, -2.591, -3.005)
C (0.166, -2.801, -2.413)
O (-0.035, -3.629, -1.390)
O (-0.882, -2.198, -2.991)
C (-2.161, -2.315, -2.373)
H (3.432, -2.609, -2.860)
H (2.545, -4.062, -2.505)
H (2.434, -3.067, -1.262)
H (-2.351, -3.308, -2.115)
H (-2.928, -1.900, -3.127)
H (-2.095, -1.616, -1.498)
C (-5.104, 1.023, -0.077)
O (-4.081, 0.126, 0.299)
C (-4.306, -1.222, 0.588)
O (-5.409, -1.730, 0.510)
O (-3.234, -1.924, 0.841)
C (-3.166, -3.260, 1.307)
H (-5.993, 0.754, 0.403)
H (-5.438, 0.665, -1.124)
H (-4.675, 2.149, 0.077)
H (-2.103, -3.498, 1.322)
H (-3.964, -4.057, 0.812)
H (-3.643, -3.315, 2.308)
C (4.427, 0.309, -0.893)
O (3.954, -0.397, 0.207)
C (4.416, -1.687, 0.587)
O (5.133, -2.286, -0.115)
O (4.170, -1.804, 1.885)
C (4.543, -3.101, 2.436)
H (3.827, 1.004, -1.403)
H (4.496, -0.392, -1.621)
H (5.284, 0.936, -0.612)
H (5.490, -3.451, 2.332)
H (3.875, -3.848, 1.980)
H (4.353, -3.234, 3.518)
C (1.042, -1.301, 1.094)
O (-0.119, -0.677, 0.690)
C (0.104, 0.284, -0.241)
O (1.073, 0.723, -0.688)
O (-1.091, 0.813, -0.637)
C (-1.197, 2.073, -1.293)
H (1.031, -2.267, 1.611)
H (1.742, -0.811, 1.567)
H (1.655, -1.651, 0.455)
H (-0.842, 2.086, -2.387)
H (-0.641, 2.688, -0.806)
H (-2.295, 2.223, -1.312)
C (-2.788, 5.275, 1.345)
O (-1.560, 4.971, 1.996)
C (-0.417, 5.123, 1.202)
O (-0.478, 5.565, -0.019)
O (0.748, 4.766, 1.862)
C (2.014, 4.829, 1.133)
H (-3.400, 4.437, 1.062)
H (-2.724, 6.140, 0.675)
H (-3.657, 5.643, 2.080)
H (2.118, 5.826, 0.686)
H (1.965, 4.076, 0.222)
H (2.850, 4.600, 2.056)

Force components x, y, z for each atom (eV/Å):
-0.233 4.241 1.904
-1.699 0.959 0.033
-1.564 -4.317 4.368
1.572 4.048 -4.528
2.380 0.008 -0.943
-0.452 3.098 -0.300
-1.105 -0.253 0.781
0.358 -5.465 -1.308
0.447 0.900 -1.064
-0.414 -1.468 0.548
1.353 -0.754 1.135
-0.605 -0.904 -0.515
0.724 0.178 -2.228
2.279 -2.221 1.352
-2.803 0.385 -1.149
0.366 0.709 0.257
1.805 1.725 -0.350
-3.627 -1.831 0.347
-1.346 0.387 1.686
0.935 1.537 0.848
-1.344 -3.040 -0.608
-0.405 -0.317 -0.262
2.529 2.126 0.162
0.861 0.385 -0.089
1.417 0.552 1.144
-1.815 -1.144 2.979
0.415 5.545 -0.364
0.876 -2.574 -1.210
0.016 -1.203 0.743
-3.848 -0.586 0.597
-2.265 0.954 0.566
1.773 -2.045 -2.611
0.443 -0.841 -0.251
3.123 -0.113 -1.081
0.256 0.166 -0.050
-0.303 1.239 -0.479
-3.515 -2.477 2.753
-0.405 0.763 -1.076
-5.059 0.517 0.486
4.844 0.658 -0.942
-0.763 -2.011 0.986
-2.919 -4.397 -4.517
-1.928 0.308 0.690
2.675 4.006 3.375
3.467 -1.961 -6.654
-0.373 -0.442 1.498
3.033 4.584 3.132
0.849 0.463 0.222
-2.874 2.110 1.854
2.243 -0.028 -0.928
-0.194 1.413 -3.947
0.634 -2.180 5.716
-2.510 0.490 -0.799
0.682 -1.370 0.577
0.890 -0.889 -1.242
0.265 -0.879 -0.340
2.580 -0.272 -0.335
0.208 -0.220 0.393
0.454 1.215 2.201
-2.383 0.537 -3.167

Summary:
- LUMO (eV) = 0.6054
- SMILES = COC(=O)OC.COC(=O)OC.COC(=O)OC.COC(=O)OC.COC(=O)OC
- relative energy (zero: lowest compared OMol25 entry of this formula, charge and spin) (eV) = 8.369
- HOMO (eV) = -10.3
- F_max (eV Å⁻¹) = 7.76


Entry 2:
Molecular formula: C15H30O4S
Method: DFT, wB97M-V/def2-TZVPD

CARTESIAN COORDINATES (ANGSTROEM)
C (1.413, 5.059, 0.463)
C (0.447, 3.821, 0.506)
C (1.073, 2.404, 0.100)
C (2.303, 2.074, 0.849)
C (2.163, 2.031, 2.205)
C (0.992, 1.058, 2.829)
C (1.281, -0.319, 2.578)
C (0.400, -1.468, 2.846)
C (0.700, -2.909, 2.559)
C (0.681, -3.211, 1.021)
H (1.498, -2.597, 0.802)
C (-0.464, -3.115, 0.391)
C (-0.447, -2.616, -1.310)
H (-1.413, -2.818, -1.583)
H (0.419, -3.263, -1.706)
S (-0.046, -0.855, -1.083)
O (1.332, -0.746, -1.029)
O (-0.898, -0.118, -0.267)
C (-0.231, -0.521, -2.911)
C (-1.420, 0.696, -2.729)
C (-2.477, 0.130, -2.181)
O (-2.905, -1.012, -1.967)
O (-3.304, 0.973, -1.439)
H (-4.136, 0.674, -0.908)
H (-0.776, 1.414, -2.311)
H (-1.676, 0.925, -3.879)
H (0.607, 0.143, -3.385)
H (-0.509, -1.370, -3.404)
H (-1.228, -3.964, 0.473)
H (-1.344, -2.340, 0.807)
H (1.193, -4.306, 0.980)
H (1.636, -3.172, 2.982)
H (-0.215, -3.593, 3.021)
H (0.068, -1.270, 3.880)
H (-0.628, -1.066, 2.342)
H (2.344, -0.924, 3.203)
H (1.747, -0.628, 1.347)
H (-0.099, 1.216, 2.484)
H (0.866, 1.038, 3.952)
H (3.094, 1.659, 3.062)
H (1.673, 2.948, 2.849)
H (3.057, 2.874, 0.999)
H (2.617, 1.236, 0.529)
H (0.269, 1.961, 0.138)
H (1.519, 2.692, -0.871)
H (-0.456, 4.066, -0.137)
H (0.086, 3.876, 1.541)
H (1.721, 5.152, -0.723)
H (2.461, 4.859, 1.084)
H (1.071, 6.086, 0.822)

Force components x, y, z for each atom (eV/Å):
2.955 -0.269 -1.839
0.134 1.846 0.609
7.081 9.651 -1.200
-0.662 5.690 0.310
-3.559 -1.459 13.580
-1.106 0.491 0.426
7.211 -7.039 -3.754
-5.501 2.838 0.474
-3.963 -1.256 -0.025
8.638 -3.911 6.238
1.010 1.195 -1.695
-12.069 2.292 -5.730
3.582 -1.537 5.984
-2.108 -0.131 -1.294
-1.409 1.614 -0.016
-0.602 -3.910 -6.709
5.020 0.371 1.949
-1.596 1.160 2.066
-0.860 6.622 2.176
6.502 -0.793 -8.569
-10.915 -4.027 8.217
2.473 -0.328 -2.884
-0.614 3.062 0.190
2.710 -0.436 -1.984
-0.507 1.508 0.869
0.403 0.059 2.528
-1.067 -1.956 1.147
-0.792 -1.989 -1.417
1.683 0.305 -0.431
2.817 -1.184 -0.615
-1.236 2.135 -0.284
0.867 -0.555 0.431
2.460 1.694 -0.666
0.205 -0.837 0.208
1.704 -1.550 0.582
-2.158 2.753 -1.401
-1.374 1.633 3.375
1.597 0.305 -0.042
0.487 1.074 -0.814
-2.104 1.247 -3.306
1.971 -1.014 -2.358
0.224 -0.059 -2.561
3.116 -5.887 -2.617
-7.198 -6.213 0.000
-1.046 -0.895 -0.420
1.060 -0.501 0.560
-0.264 -0.768 -0.104
-0.402 0.153 2.967
-2.725 0.424 -1.644
-0.071 -1.619 -0.507

Summary:
- LUMO (eV) = 0.4566
- relative energy (zero: lowest compared OMol25 entry of this formula, charge and spin) (eV) = 14.309
- HOMO (eV) = -9.2
- F_max (eV Å⁻¹) = 14.24


Entry 3:
Molecular formula: C15H30O5
Method: DFT, wB97M-V/def2-TZVPD

CARTESIAN COORDINATES (ANGSTROEM)
C (4.009, 2.169, 1.432)
C (4.695, 1.303, 2.488)
O (5.834, 0.922, 2.333)
C (3.823, 0.771, 3.540)
H (4.789, 2.541, 1.026)
H (3.212, 2.729, 1.766)
H (3.688, 1.481, 0.548)
H (4.245, -0.096, 4.115)
H (2.986, 0.354, 3.159)
H (3.483, 1.674, 4.119)
C (-3.558, -2.622, -5.981)
C (-2.835, -2.091, -4.617)
O (-3.524, -1.613, -3.650)
C (-1.322, -2.207, -4.584)
H (-3.513, -3.771, -5.907)
H (-2.968, -2.598, -6.829)
H (-4.603, -2.198, -6.212)
H (-1.132, -1.210, -4.380)
H (-0.928, -2.247, -5.606)
H (-0.855, -2.716, -3.753)
C (-1.548, -0.120, 3.262)
C (-1.259, -0.844, 4.566)
O (-0.205, -0.840, 5.169)
C (-2.354, -1.813, 5.154)
H (-1.534, -0.786, 2.417)
H (-0.763, 0.610, 3.041)
H (-2.444, 0.484, 3.361)
H (-1.987, -2.494, 5.853)
H (-2.520, -2.560, 4.254)
H (-3.247, -1.262, 5.224)
C (0.867, -0.674, -1.650)
C (0.939, -1.168, -0.210)
O (0.031, -1.300, 0.542)
C (2.228, -1.571, 0.375)
H (0.969, -1.357, -2.257)
H (1.562, 0.122, -1.761)
H (-0.197, -0.281, -1.792)
H (2.881, -2.171, -0.287)
H (2.187, -2.182, 1.329)
H (2.986, -0.892, 0.690)
C (-1.630, 1.915, -0.524)
C (-0.694, 2.956, -1.184)
O (0.534, 2.601, -1.545)
C (-1.077, 4.389, -1.451)
H (-1.160, 0.831, -0.268)
H (-2.451, 1.832, -1.469)
H (-2.134, 2.256, 0.411)
H (-1.300, 4.692, -0.345)
H (-1.910, 4.284, -2.131)
H (-0.290, 4.760, -1.786)

Force components x, y, z for each atom (eV/Å):
-2.474 -5.693 0.554
-0.400 -1.391 -1.281
0.095 0.543 0.057
1.878 0.877 2.895
4.895 4.091 -2.879
-1.457 1.515 0.521
-0.005 0.742 1.780
0.159 1.405 -0.056
-3.040 -0.961 -1.719
0.289 -1.131 0.117
-1.179 -0.899 2.912
-3.814 0.328 1.522
2.948 -1.964 -3.990
-1.211 0.314 -0.974
-0.846 1.426 0.533
1.550 1.135 -1.756
1.690 -0.848 0.796
0.793 2.392 0.786
0.184 -1.121 0.422
-0.108 -0.741 -0.243
0.865 0.971 0.802
-0.017 -1.948 1.470
-0.063 0.807 -0.849
1.079 -0.315 -5.442
-0.483 -0.456 -0.224
0.187 -0.199 0.306
-0.513 -0.350 -0.213
0.395 -0.170 1.926
-0.065 1.441 1.298
-1.340 0.235 0.879
-3.791 6.668 6.887
1.733 0.018 -0.448
-3.046 0.328 0.599
2.887 -2.580 0.867
1.572 -7.104 -6.179
0.576 0.680 -0.358
1.522 -0.307 0.120
-0.612 -0.031 -0.249
-0.872 0.515 -1.195
0.075 1.776 -0.120
-0.765 -1.248 -2.022
6.288 -2.914 -0.795
-5.806 1.366 1.737
-6.606 -5.069 5.628
-0.914 2.835 -0.983
1.730 -0.227 2.853
0.181 0.089 -0.974
-0.203 0.336 -2.243
-0.528 0.931 0.068
6.585 3.902 -3.140

Summary:
- LUMO (eV) = 0.5010
- SMILES = CC(C)=O.CC(C)=O.CC(C)=O.CC(C)=O.CC(C)=O
- relative energy (zero: lowest compared OMol25 entry of this formula, charge and spin) (eV) = 5.978
- HOMO (eV) = -9.3
- F_max (eV Å⁻¹) = 10.31